## 1
Computed, not measured: a gas-phase ion, C4H10NO2 (charge -1), with ωB97M-V with the def2-TZVPD basis set.

Geometry (Å):
1 C -0.06 1.48 1.20
2 C 0.25 0.56 -0.01
3 C 0.08 1.24 -1.38
4 O 1.18 2.19 -1.55
5 N -0.46 -0.69 0.07
6 C -0.50 -2.00 1.04
7 O -0.55 -3.21 0.57
8 H -0.83 2.22 0.95
9 H -0.52 0.78 1.91
10 H 0.75 1.93 1.77
11 H 1.31 0.31 -0.01
12 H -0.86 1.79 -1.48
13 H 0.19 0.55 -2.23
14 H 0.78 3.05 -1.41
15 H -0.66 -1.15 -0.81
16 H -1.36 -1.69 1.70
17 H 0.48 -1.88 1.59

Values from the calculation:
Net charge   -1
SMILES   C[C@H](CO)NC[O-]
LUMO level   3.42 eV
HOMO energy   -2.4 eV
Gap between HOMO and LUMO   5.84 eV

---

## 2
Computed, not measured: 2 unconnected molecules or ions with the total composition C4H10NO2, with ωB97M-V with the def2-TZVPD basis set.

Geometry (Å):
1 O -0.97 -0.90 0.90
2 C -0.36 -1.57 0.02
3 O 0.14 -1.08 -1.07
4 C -0.46 -3.10 0.06
5 H -1.48 -3.41 -0.34
6 H 0.32 -3.53 -0.70
7 H -0.27 -3.45 1.08
8 C 1.08 1.86 -0.90
9 N -0.28 1.75 -0.43
10 C -0.32 1.77 1.04
11 H 1.66 2.78 -0.55
12 H 1.66 0.94 -0.69
13 H 1.07 1.91 -1.95
14 H -0.62 0.77 -0.68
15 H 0.27 0.93 1.51
16 H -1.40 1.55 1.30
17 H -0.04 2.77 1.39

Values from the calculation:
Net charge   -1
LUMO level   4.34 eV
HOMO energy   -4.2 eV
Gap between HOMO and LUMO   8.50 eV

---

2 is the most stable structure; the next one sits 59.4 kcal/mol above it.

---

## 1
Computed, not measured: 2 unconnected molecules or ions with the total composition C4H10NO2, with ωB97M-V with the def2-TZVPD basis set.

Geometry (Å):
1 N 0.05 0.86 -3.32
2 C -0.68 0.83 -1.99
3 O -0.08 0.12 -1.01
4 H 0.96 1.32 -3.06
5 H 0.35 -0.17 -3.57
6 H -0.86 1.88 -1.75
7 H -1.62 0.38 -2.24
8 C 0.77 -1.66 0.92
9 C 0.62 -0.67 2.05
10 C -0.39 0.19 2.02
11 O -0.62 1.10 3.06
12 H 0.62 -2.68 1.30
13 H 0.06 -1.33 0.13
14 H 1.82 -1.59 0.58
15 H 1.27 -0.63 2.92
16 H -1.11 0.20 1.21
17 H -1.15 1.84 2.75

Values from the calculation:
Net charge   -1
LUMO level   3.66 eV
HOMO energy   -2.8 eV
Gap between HOMO and LUMO   6.47 eV

---

## 2
Computed, not measured: 2 unconnected molecules or ions with the total composition C4H10NO2, with ωB97M-V with the def2-TZVPD basis set.

Geometry (Å):
1 C -1.05 -0.27 0.05
2 O -1.19 0.66 1.02
3 C -1.46 -1.64 0.58
4 N -1.03 -2.80 -0.27
5 H -1.67 -0.06 -0.87
6 H 0.03 -0.41 -0.32
7 H -0.99 -1.77 1.58
8 H -2.57 -1.71 0.60
9 H 0.00 -2.85 -0.15
10 H -1.42 -3.67 0.13
11 C 2.31 1.72 0.35
12 C 1.24 2.16 -0.37
13 O 1.50 2.66 -1.62
14 H 2.09 1.18 1.32
15 H 3.33 1.88 0.09
16 H 0.20 2.09 -0.05
17 H 0.66 2.85 -2.09

Values from the calculation:
Net charge   -1
LUMO level   3.73 eV
HOMO energy   -2.5 eV
Gap between HOMO and LUMO   6.26 eV

---

1 is the most stable structure; the next one sits 7.0 kcal/mol above it.

---

## 1
Computed, not measured: a single C3HN molecule, with ωB97M-V with the def2-TZVPD basis set.

Geometry (Å):
1 C -0.72 -0.05 1.06
2 C 0.13 -0.30 0.09
3 C 0.58 -0.19 -1.11
4 N 1.07 0.37 -2.09
5 H -1.06 0.17 2.06

Values from the calculation:
Net charge   0
SMILES   C#CC#N
LUMO level   -0.71 eV
HOMO energy   -10.5 eV
Gap between HOMO and LUMO   9.75 eV

---

## 2
Computed, not measured: a single C3HN molecule, with ωB97M-V with the def2-TZVPD basis set.

Geometry (Å):
1 C -0.01 -0.07 0.12
2 C 1.02 -0.51 0.56
3 C -1.92 0.99 -1.10
4 N -1.05 0.47 -0.49
5 H 1.95 -0.88 0.91

Values from the calculation:
Net charge   0
LUMO level   0.78 eV
HOMO energy   -10.9 eV
Gap between HOMO and LUMO   11.67 eV

---

2 is the most stable structure; the next one sits 10.7 kcal/mol above it.

---

## 1
Computed, not measured: 5 unconnected molecules or ions with the total composition CH12NO4, with ωB97M-V with the def2-TZVPD basis set.

Geometry (Å):
1 C -0.81 1.58 -0.25
2 N -0.60 0.35 0.01
3 H -1.57 1.78 -1.00
4 H -0.45 2.44 0.29
5 H 0.27 -0.05 0.44
6 H -1.11 -0.26 -0.65
7 H -2.71 -1.69 -1.98
8 H -1.24 -2.25 -2.01
9 O -1.84 -1.67 -1.53
10 H 2.24 -1.21 0.61
11 H 2.48 0.11 1.33
12 O 1.77 -0.41 0.91
13 H -2.31 3.33 1.97
14 H -2.08 2.15 2.94
15 O -1.65 2.72 2.30
16 H 3.57 -1.62 -1.32
17 H 2.99 -3.07 -1.25
18 O 3.05 -2.23 -0.79

Values from the calculation:
Net charge   +1
LUMO level   -3.90 eV
HOMO energy   -15.1 eV
Gap between HOMO and LUMO   11.19 eV

---

## 2
Computed, not measured: 5 unconnected molecules or ions with the total composition CH12NO4, with ωB97M-V with the def2-TZVPD basis set.

Geometry (Å):
1 C 2.62 -0.09 -0.32
2 N 1.60 0.66 -0.11
3 H 3.06 -0.55 0.55
4 H 3.08 -0.01 -1.29
5 H 0.80 0.45 0.58
6 H 1.16 0.99 -0.98
7 H 2.15 2.97 -3.30
8 H 0.77 3.44 -3.09
9 O 1.37 2.74 -2.78
10 H -0.94 1.42 1.73
11 H -1.04 -0.16 1.66
12 O -0.49 0.61 1.47
13 H -2.99 -2.79 -1.43
14 H -1.78 -2.14 -1.90
15 O -2.10 -2.59 -1.10
16 H -3.04 -2.13 3.15
17 H -2.05 -1.12 3.95
18 O -2.18 -1.71 3.21

Values from the calculation:
Net charge   +1
LUMO level   -4.83 eV
HOMO energy   -14.2 eV
Gap between HOMO and LUMO   9.39 eV

---

1 is the most stable structure; the next one sits 18.4 kcal/mol above it.

---

## 1
Computed, not measured: a single C2H5NS2 molecule, with ωB97M-V with the def2-TZVPD basis set.

Geometry (Å):
1 C -1.28 0.96 0.79
2 S -1.22 1.09 -1.02
3 C 0.24 -0.11 -1.27
4 N 0.70 -0.84 -0.34
5 S 2.23 -1.69 -0.48
6 H -0.47 1.48 1.32
7 H -0.85 -0.14 1.00
8 H -2.43 1.10 1.37
9 H 0.83 0.13 -2.13
10 H 2.26 -1.97 0.75

Values from the calculation:
Net charge   0
SMILES   CS/C=N/S
LUMO level   0.59 eV
HOMO energy   -8.7 eV
Gap between HOMO and LUMO   9.30 eV

---

## 2
Computed, not measured: a single C2H5NS2 molecule, with ωB97M-V with the def2-TZVPD basis set.

Geometry (Å):
1 C -0.82 0.62 -1.34
2 S 0.28 1.35 -0.14
3 N 0.21 0.18 1.14
4 C 0.96 -0.92 1.01
5 S 1.17 -2.10 2.08
6 H -1.76 0.44 -0.87
7 H -0.39 -0.34 -1.82
8 H -1.07 1.32 -2.16
9 H 0.05 0.57 2.08
10 H 1.36 -1.11 0.03

Values from the calculation:
Net charge   0
SMILES   CSNC=S
LUMO level   0.48 eV
HOMO energy   -8.6 eV
Gap between HOMO and LUMO   9.08 eV

---

2 is the most stable structure; the next one sits 33.8 kcal/mol above it.

---

## 1
Computed, not measured: a single C2H5NS2 molecule, with ωB97M-V with the def2-TZVPD basis set.

Geometry (Å):
1 C -0.27 0.29 -0.12
2 C 1.09 -0.01 0.17
3 N -0.83 -0.33 -1.13
4 S -1.38 1.08 0.81
5 S -0.96 0.31 2.57
6 H -1.77 -0.28 -1.34
7 H 1.75 0.69 0.63
8 H 1.67 -0.41 -0.61
9 H 0.90 -0.85 0.97
10 H -0.20 -0.48 -1.94

Values from the calculation:
Net charge   0
LUMO level (alpha / beta)   -0.14 / -0.14 eV
HOMO energy (alpha / beta)   -7.1 / -7.1 eV
Gap between HOMO and LUMO (alpha / beta)   6.93 / 6.93 eV

---

## 2
Computed, not measured: a single C2H5NS2 molecule, with ωB97M-V with the def2-TZVPD basis set.

Geometry (Å):
1 C 0.20 -0.55 0.37
2 C 0.79 0.07 -0.84
3 N -2.04 -0.35 1.79
4 S -0.13 -2.32 0.33
5 S -1.62 -0.80 0.40
6 H 0.36 -0.13 1.53
7 H 1.23 1.00 -0.68
8 H 0.21 0.30 -1.71
9 H 1.56 -0.46 -1.33
10 H -2.85 -0.82 2.08

Values from the calculation:
Net charge   0
LUMO level   0.33 eV
HOMO energy   -8.9 eV
Gap between HOMO and LUMO   9.25 eV

---

1 is the most stable structure; the next one sits 23.4 kcal/mol above it.